Entry 1:
Here is C9H15Cl12F3INO5Si2 as an isolated structure at a distorted geometry from the OMol25 dataset. Energies are from the ωB97M-V functional and the def2-TZVPD basis.

CARTESIAN COORDINATES (ANGSTROEM)
I (2.193, -1.476, -0.946)
Cl (4.161, -5.413, 1.475)
Cl (3.941, -5.160, -1.544)
Cl (3.578, -7.552, 3.363)
Cl (-2.288, -4.908, 2.877)
Cl (-6.865, -1.693, 2.056)
Cl (-0.920, -6.428, 0.803)
Cl (-2.457, -4.057, 0.096)
Cl (1.196, -4.299, -1.087)
Cl (1.844, -7.139, -1.125)
Cl (1.450, -5.771, 2.478)
Cl (-4.949, -3.883, 1.927)
Cl (-6.604, -3.257, -0.387)
Si (0.318, 2.870, -1.475)
Si (2.413, 0.979, -0.719)
F (-3.453, 3.386, 1.104)
F (-4.449, 1.860, -0.436)
F (-2.341, 1.234, 0.487)
O (0.924, 1.804, -0.202)
O (-2.540, 3.059, -1.191)
O (2.062, 6.996, 0.569)
O (3.740, 1.300, 0.442)
O (3.103, 2.351, 2.090)
N (3.610, 2.534, 0.970)
C (-1.294, 3.784, -0.895)
C (1.580, 4.186, -2.092)
C (1.274, 5.725, -1.591)
C (2.231, -5.547, -1.801)
C (-3.123, 2.434, 0.007)
C (3.174, -5.901, 2.864)
C (1.233, 5.894, 0.043)
C (-2.344, -5.446, 1.190)
C (-6.530, -3.297, 1.383)
H (-1.150, 4.083, 0.228)
H (2.043, -5.576, -2.878)
H (2.136, 6.422, -2.034)
H (-3.235, -6.064, 1.055)
H (1.594, 4.914, 0.616)
H (2.707, 3.965, -1.802)
H (0.278, 6.116, -2.122)
H (-1.361, 4.813, -1.496)
H (2.435, 7.569, -0.164)
H (0.097, 6.093, 0.331)
H (2.886, 1.582, -1.991)
H (0.045, 1.983, -2.636)
H (-7.296, -3.989, 1.744)
H (3.393, -5.226, 3.695)
H (1.558, 4.149, -3.284)

Results
Gap between HOMO and LUMO   9.63 eV
E   -7481.3371 Eh
Lowest unoccupied orbital energy   -0.63 eV

Entry 2:
Here is an isolated ion of composition C9H15ClN3 and charge +1 at a distorted geometry from the OMol25 dataset. Energies are from the ωB97M-V functional and the def2-TZVPD basis.

CARTESIAN COORDINATES (ANGSTROEM)
Cl (5.336, 0.129, 0.008)
N (3.281, 1.199, 1.082)
N (1.126, 0.778, 0.345)
N (-2.319, -1.032, -0.111)
C (-2.375, -2.214, 0.817)
C (-1.309, -1.068, -1.178)
C (1.923, 1.580, 1.194)
C (3.728, 0.698, 0.031)
C (-0.040, 0.125, 0.840)
C (2.913, 0.311, -1.154)
C (-1.790, 1.397, -0.631)
C (-1.227, 0.060, -0.164)
C (1.615, 0.263, -0.798)
H (0.951, -0.316, -1.438)
H (-1.611, -0.921, -2.271)
H (-2.506, -1.884, 1.756)
H (1.698, 1.661, 2.233)
H (-3.196, -2.824, 0.377)
H (-2.400, 1.898, 0.251)
H (-0.314, 0.670, 1.827)
H (3.254, -0.301, -1.929)
H (-0.840, 2.150, -0.757)
H (-2.377, 1.332, -1.571)
H (1.848, 2.708, 0.901)
H (0.063, -0.945, 1.079)
H (-3.276, -0.764, -0.188)
H (-1.469, -2.784, 0.577)
H (-0.687, -1.903, -1.127)

Results
ΔE to the lowest compared entry with this formula, charge and spin   41.6 kcal per mole
SMILES   C[N@@H+]1C[C@]1(C)CN1C=CC(Cl)=NC1
Net charge   +1
Gap between HOMO and LUMO   8.18 eV
E   -976.0238 Eh
Lowest unoccupied orbital energy   -3.16 eV

Entry 3:
Here is an isolated ion of composition C9H15ClN3 and charge +1 at a distorted geometry from the OMol25 dataset. Energies are from the ωB97M-V functional and the def2-TZVPD basis.

CARTESIAN COORDINATES (ANGSTROEM)
Cl (-0.137, -1.430, 5.461)
N (-0.376, -0.925, -0.011)
N (-0.163, 0.915, 1.642)
N (-0.754, 0.566, 3.965)
C (-0.333, -1.341, 2.670)
C (-0.408, -0.651, 3.981)
C (-0.247, 0.257, -2.167)
C (0.104, 0.227, -0.702)
C (-1.098, 1.204, 2.753)
C (-0.428, -2.217, -0.483)
C (-0.559, 1.314, 0.225)
C (-0.253, -0.581, 1.558)
C (1.690, 0.372, -0.777)
H (0.479, -0.560, -2.536)
H (-2.159, 1.024, 2.466)
H (0.320, -2.433, -1.299)
H (0.184, 1.238, -2.461)
H (-1.385, 0.016, -2.336)
H (-1.454, -2.563, -0.888)
H (0.773, 1.311, 1.915)
H (-0.946, 2.248, 2.929)
H (2.093, 1.433, -0.903)
H (-0.207, -3.062, 0.345)
H (2.076, -0.017, 0.175)
H (-0.530, -2.406, 2.524)
H (-1.589, 1.308, 0.226)
H (-0.264, 2.311, 0.099)
H (2.094, -0.249, -1.499)

Results
ΔE to the lowest compared entry with this formula, charge and spin   32.1 kcal per mole
SMILES   CN1C2=CC(Cl)=NC[N@@H+]2CC1(C)C
Net charge   +1
Gap between HOMO and LUMO   8.76 eV
E   -976.0388 Eh
Lowest unoccupied orbital energy   -3.79 eV

Entry 4:
Here is C9H15CuO12P2S2 as an isolated structure from the OMol25 dataset. Energies are from the ωB97M-V functional and the def2-TZVPD basis.

CARTESIAN COORDINATES (ANGSTROEM)
Cu (-2.359, 0.293, 0.586)
S (-1.655, -1.329, 2.099)
S (1.847, -0.257, 0.843)
P (-0.304, 2.350, -1.270)
P (-3.182, 1.653, -1.376)
O (-0.445, 2.074, 0.171)
O (-2.712, 0.211, -1.384)
O (1.888, -0.197, -0.668)
O (-2.226, 4.106, -1.459)
O (-0.727, -1.143, 0.921)
O (0.581, 3.647, -1.611)
O (0.334, 1.241, -2.162)
O (-1.959, 0.134, 2.480)
O (-4.398, 1.900, -2.389)
O (-1.083, -2.073, 3.190)
O (-2.927, -1.829, 1.537)
O (-3.480, 2.060, 0.052)
C (2.282, -4.655, 1.889)
C (2.374, -4.246, 0.566)
C (2.024, -1.990, 1.249)
C (3.535, 0.206, 1.285)
C (2.239, -2.905, 0.237)
C (-1.849, 2.922, -3.528)
C (1.902, -2.384, 2.572)
C (-1.920, 2.809, -2.018)
C (2.038, -3.724, 2.891)
H (1.646, -1.662, 3.338)
H (0.190, 4.423, -1.188)
H (-2.566, 3.935, -0.564)
H (-1.055, 3.617, -3.804)
H (0.894, 0.624, -1.582)
H (2.373, -5.705, 2.138)
H (-1.632, 1.950, -3.968)
H (4.227, -0.386, 0.687)
H (2.280, -2.557, -0.787)
H (-2.801, 3.290, -3.910)
H (3.640, 1.267, 1.066)
H (-5.149, 1.329, -2.177)
H (2.536, -4.977, -0.217)
H (3.682, 0.025, 2.350)
H (1.917, -4.045, 3.917)

Results
ΔE to the lowest compared entry with this formula, charge and spin   14.1 kcal per mole
Net charge   -1
Gap between HOMO and LUMO (alpha / beta)   8.49 / 8.13 eV
E   -4374.7218 Eh
Lowest unoccupied orbital energy (alpha / beta)   2.60 / 2.30 eV
2S+1   2

Entry 5:
Here is a 2-piece molecular cluster, C9H15F5O6S overall at a distorted geometry from the OMol25 dataset. Energies are from the ωB97M-V functional and the def2-TZVPD basis.

CARTESIAN COORDINATES (ANGSTROEM)
S (1.845, 0.051, -1.204)
F (3.470, -2.601, -2.556)
F (0.572, -0.953, -3.350)
F (1.756, -3.127, -3.653)
F (2.629, -0.461, -3.598)
F (1.614, -3.077, -1.548)
O (1.676, 3.073, -2.326)
O (0.103, 1.741, -0.054)
O (-1.909, 2.582, -0.586)
O (3.074, 0.763, -1.132)
O (-1.491, -0.635, 2.408)
O (1.668, -0.714, -0.001)
C (2.174, -2.488, -2.559)
C (-2.321, -1.585, 3.081)
C (1.407, 4.172, -1.441)
C (-1.260, 1.904, 0.101)
C (1.757, -0.991, -2.745)
C (0.397, 1.192, -1.326)
C (0.585, 2.216, -2.470)
C (-2.198, -1.396, 4.585)
C (-1.924, -2.993, 2.666)
H (1.847, 3.922, -0.465)
H (-0.577, -0.798, 2.673)
H (-2.009, -3.111, 1.584)
H (-2.477, -0.379, 4.867)
H (-0.447, 0.534, -1.598)
H (-2.556, -3.740, 3.149)
H (0.766, 1.626, -3.386)
H (1.844, 5.090, -1.842)
H (-0.882, -3.195, 2.929)
H (0.324, 4.287, -1.288)
H (-1.165, -1.546, 4.910)
H (-0.359, 2.750, -2.653)
H (-3.347, -1.386, 2.769)
H (-2.838, -2.096, 5.125)
H (-1.750, 1.370, 0.934)

Results
SMILES   COC[C@H](OC=O)S(=O)(=O)C(F)(F)C(F)(F)F.CC(C)O
Gap between HOMO and LUMO   10.74 eV
E   -1700.7948 Eh
Lowest unoccupied orbital energy   0.61 eV

Entry 6:
Here is C9H15IN2 as an isolated structure at a distorted geometry from the OMol25 dataset. Energies are from the ωB97M-V functional and the def2-TZVPD basis.

CARTESIAN COORDINATES (ANGSTROEM)
I (-3.372, 0.589, 0.571)
N (-0.440, -0.776, 0.300)
N (0.217, -1.049, -0.837)
C (-1.250, 3.317, -0.610)
C (-1.302, 0.976, 0.286)
C (1.057, -2.226, 0.898)
C (0.733, 1.750, -1.010)
C (1.116, -1.995, -0.519)
C (-0.641, -1.381, 2.666)
C (-0.017, -1.480, 1.343)
C (1.958, -2.646, -1.589)
C (-0.815, 1.774, -0.841)
H (0.140, -0.957, 3.286)
H (-2.086, 3.514, 0.079)
H (-0.847, 1.267, 1.183)
H (0.955, 0.735, -1.211)
H (-1.331, 1.316, -1.771)
H (-1.538, -0.752, 2.585)
H (1.855, -1.950, -2.391)
H (-0.904, -2.402, 2.995)
H (-1.427, 3.573, -1.625)
H (-0.464, 3.908, -0.032)
H (1.648, -2.940, 1.354)
H (3.045, -2.987, -1.287)
H (0.913, 2.365, -1.862)
H (1.598, -3.653, -1.848)
H (1.200, 2.111, -0.114)

Results
ΔE to the lowest compared entry with this formula, charge and spin   16.1 kcal per mole
Gap between HOMO and LUMO (alpha / beta)   5.69 / 5.93 eV
E   -758.8912 Eh
Lowest unoccupied orbital energy (alpha / beta)   0.69 / -2.94 eV
2S+1   3

Entry 7:
Here is C9H15IN4RuS2 as an isolated structure at a distorted geometry from the OMol25 dataset. Energies are from the ωB97M-V functional and the def2-TZVPD basis.

CARTESIAN COORDINATES (ANGSTROEM)
I (-2.225, -0.113, 0.674)
Ru (0.297, 0.046, 0.181)
S (1.551, -3.264, 2.848)
S (0.410, 3.113, 3.375)
N (0.867, 1.272, 1.674)
N (-0.301, 3.022, 0.692)
N (0.761, -2.994, 0.208)
N (1.269, -1.135, 1.486)
C (-2.466, 0.663, -3.940)
C (-2.499, -0.798, -3.877)
C (1.281, 0.723, 2.894)
C (0.344, 2.508, 1.760)
C (1.644, 0.178, -1.310)
C (1.126, 1.644, 3.916)
C (1.221, -2.472, 1.356)
C (1.717, -1.743, 3.641)
C (1.519, -0.677, 2.782)
H (-2.197, -1.182, -2.886)
H (-1.837, -1.235, -4.633)
H (-0.694, 2.346, 0.022)
H (-3.438, 1.095, -4.249)
H (2.223, -0.758, -1.423)
H (-2.147, 1.194, -3.037)
H (1.393, 1.460, 4.948)
H (-0.726, 3.938, 0.723)
H (-1.756, 0.963, -4.721)
H (1.939, -1.647, 4.693)
H (2.293, 1.067, -1.191)
H (0.937, 0.312, -2.160)
H (-3.503, -1.181, -4.044)
H (0.303, -2.355, -0.455)
H (0.694, -3.990, 0.050)

Results
ΔE to the lowest compared entry with this formula, charge and spin   0.0 kcal per mole
Net charge   +2
Gap between HOMO and LUMO (alpha / beta)   6.93 / 4.77 eV
E   -1759.2295 Eh
Lowest unoccupied orbital energy (alpha / beta)   -7.88 / -10.85 eV
2S+1   5

Entry 8:
Here is an isolated ion of composition C9H15N2 and charge +1 at a distorted geometry from the OMol25 dataset. Energies are from the ωB97M-V functional and the def2-TZVPD basis.

CARTESIAN COORDINATES (ANGSTROEM)
N (1.138, 2.465, 1.568)
N (0.866, 0.226, 1.780)
C (0.424, -1.977, -1.366)
C (-1.069, 1.286, -1.106)
C (1.385, -0.611, 0.682)
C (-2.204, 0.943, -0.231)
C (0.366, -0.764, -0.368)
C (2.600, -1.098, 0.781)
C (1.741, 1.469, 2.056)
C (0.117, 0.589, -1.117)
C (-0.636, -1.817, -0.325)
H (1.008, 0.737, -1.714)
H (0.191, -1.802, -2.328)
H (0.239, 2.403, 1.223)
H (-2.708, 1.881, 0.095)
H (-2.938, 0.339, -0.853)
H (1.262, -2.546, -1.078)
H (-1.686, -1.436, -0.717)
H (-1.097, 2.080, -1.873)
H (1.535, 3.368, 1.580)
H (3.234, -1.014, 1.704)
H (1.027, -0.317, 2.659)
H (-2.009, 0.488, 0.777)
H (3.089, -1.713, -0.053)
H (-0.155, 0.280, 1.612)
H (-0.619, -2.416, 0.616)

Results
ΔE to the lowest compared entry with this formula, charge and spin   113.3 kcal per mole
Net charge   +1
Gap between HOMO and LUMO   9.80 eV
E   -461.0193 Eh
Lowest unoccupied orbital energy   -3.16 eV